Record 1
Below is a cluster of 2 separate species, CHFN5 in total at a distorted geometry, with properties calculated with wB97M-V/def2-TZVPD.

Each line ends with the Mulliken charge.
Cartesian coordinates (Å):
C 1.3158 -0.7303 0.2135  0.1732
N 0.7180 -1.7108 -0.4244  -0.3500
N 1.0139 -0.7275 1.5093  -0.3756
N 0.0222 -2.3078 0.4595  -0.3940
N 0.1652 -1.7077 1.5969  -0.3671
N 1.4311 2.7274 -1.3279  0.0805
F 0.0534 2.8789 -1.3590  -0.0876
H 2.0380 0.0491 -0.3007  0.3207

- Total charge: -1
- LUMO energy (spin up / spin down): 1.42 / 1.44 eV
- HOMO-LUMO gap (spin up / spin down): 5.99 / 6.00 eV
- Spin multiplicity: 1

Record 2
Below is the ion C7H17N4O2 with charge +1 at a distorted geometry, with properties calculated with wB97M-V/def2-TZVPD.

Each line ends with the Mulliken charge.
Cartesian coordinates (Å):
C -3.0726 3.4176 -1.9349  -0.9872
C 3.7015 -2.3805 0.8105  -1.0039
C 0.6849 -2.6791 -0.2239  -1.3754
C -2.6990 2.7052 -0.6372  0.1927
C 2.7778 -1.0371 0.8519  -0.5199
C 0.9462 -1.3810 -0.9076  0.3852
C -1.3226 0.9105 0.7312  0.2123
N -0.6550 -0.1232 0.3709  -0.2634
N -1.7998 1.2514 1.9520  -0.2182
N -1.7127 1.8851 -0.6159  -0.1588
N 2.1335 -0.7597 -0.4149  -0.2428
O -0.1883 -0.3413 -0.8485  -0.2699
O -3.2135 1.2304 2.1174  -0.3543
H -3.0170 4.4602 -1.7125  0.3236
H -2.3466 3.1591 -2.7395  0.2722
H -4.0468 3.1164 -2.3076  0.3327
H 4.2397 -2.4287 1.8029  0.3446
H 3.0757 -3.2376 0.7507  0.3043
H 4.2826 -2.4750 -0.1583  0.2937
H -0.2500 -3.1036 -0.6122  0.4273
H 1.2761 -3.5567 -0.6179  0.3651
H 0.6634 -2.6711 0.8689  0.3207
H -3.0058 3.0072 0.3051  0.4421
H -3.4186 0.5398 2.6828  0.3186
H 3.5273 -0.1433 0.9892  0.3366
H 2.0461 -1.0381 1.7190  0.2425
H 1.0107 -1.4086 -2.0047  0.3376
H -1.0648 1.4516 -1.3895  0.3617
H -1.3583 2.0087 2.3296  0.2782
H 2.8060 -0.3787 -1.1571  0.3021

- Total charge: +1
- LUMO energy: -3.90 eV
- Structure (SMILES): C/C=[NH+]/C(=N\O[C@H](C)NCC)NO
- HOMO-LUMO gap: 7.94 eV
- Spin multiplicity: 1

Record 3
Below is a structure of composition C7H16Cl2IrN2O2PS at a distorted geometry, with properties calculated with wB97M-V/def2-TZVPD.

Each line ends with the Mulliken charge.
Cartesian coordinates (Å):
C -0.4622 -3.0212 -2.3690  -1.1453
C -0.8744 -1.8063 -1.6201  0.2357
H -1.3241 -3.4205 -2.8974  0.3794
H 0.0168 -3.7395 -1.7048  0.3521
H 0.2995 -2.6803 -3.0727  0.3434
O -2.0488 -1.4526 -1.6423  -0.2689
Cl 2.2015 -2.8820 0.4182  -0.2324
Ir 0.7761 -1.3483 -0.5678  1.3411
P 0.3921 0.9309 -0.9107  0.3581
C -1.0854 1.7913 -0.3273  -1.1645
C 1.5121 2.3806 -0.7371  -1.1362
H 1.0881 0.4055 -3.1461  0.3514
H 0.0981 1.9091 -3.0479  0.4778
H -0.6903 0.2961 -2.9430  0.3650
C 0.2054 0.8764 -2.7030  -1.2434
H 2.5580 2.0913 -0.8785  0.4435
H 1.2425 3.1184 -1.5072  0.4538
H -1.2459 2.6316 -1.0141  0.4528
H -0.9234 2.1734 0.6841  0.3124
H 1.4153 2.8282 0.2574  0.3871
H -1.9580 1.1394 -0.3333  0.3684
C -0.6883 -1.2643 0.5112  0.1664
O -1.7080 -1.0401 1.0360  -0.3804
Cl 2.8009 -0.2798 -0.7660  -0.3072
N -0.4500 1.1548 3.8708  -0.3933
C 0.1281 0.0630 3.3756  0.7317
N -0.2419 -1.1400 3.8792  -0.3913
S 1.3342 0.2202 2.1823  0.1284
H -1.0793 1.1413 4.6895  0.2328
H -0.1095 2.0555 3.5551  0.2436
H -0.0601 -1.9662 3.3220  0.2821
H -1.1188 -1.1659 4.4069  0.2560

- Total charge: +2
- LUMO energy (spin up / spin down): -7.66 / -10.94 eV
- HOMO-LUMO gap (spin up / spin down): 6.39 / 5.93 eV
- Spin multiplicity: 5

Repeat the first record exactly.
Below is a cluster of 2 separate species, CHFN5 in total at a distorted geometry, with properties calculated with wB97M-V/def2-TZVPD.

Each line ends with the Mulliken charge.
Cartesian coordinates (Å):
C 1.3158 -0.7303 0.2135  0.1732
N 0.7180 -1.7108 -0.4244  -0.3500
N 1.0139 -0.7275 1.5093  -0.3756
N 0.0222 -2.3078 0.4595  -0.3940
N 0.1652 -1.7077 1.5969  -0.3671
N 1.4311 2.7274 -1.3279  0.0805
F 0.0534 2.8789 -1.3590  -0.0876
H 2.0380 0.0491 -0.3007  0.3207

- Total charge: -1
- LUMO energy (spin up / spin down): 1.42 / 1.44 eV
- HOMO-LUMO gap (spin up / spin down): 5.99 / 6.00 eV
- Spin multiplicity: 1